No. 1
This record from OMol25 describes a structure of composition C12H22N3NdO5P. The level of theory is ωB97M-V/def2-TZVPD.

## Properties
energy above the lowest of the compared OMol25 structures with the same formula, charge and spin = 0.0 kJ/mol
largest force on an atom = 5.91 eV/Å
calculated total energy = -1912.6442 hartree
gap between HOMO and LUMO (alpha / beta) = 4.98 / 5.09 eV
LUMO energy (alpha / beta) = -12.61 / -12.51 eV
molar mass = 463.538 u

Geometry as ORCA input:
```
! wB97M-V def2-TZVPD RIJCOSX def2/J DEFGRID3
* xyz 3 4
Nd 0.0129 -2.3055 0.0433
C 0.0768 -1.4137 2.4690
O 0.1631 -1.2185 3.6019
C 0.6027 -3.8411 2.1362
O 0.8646 -4.2284 3.1901
C 2.5448 -2.7355 0.5487
O 3.6871 -2.8106 0.6763
C -2.2737 -2.8182 1.2382
O -3.3070 -2.9534 1.7338
C -0.2759 -3.9397 -1.9457
H -1.3040 -3.8186 -2.3212
H 0.5134 -3.4525 -2.5507
C 0.0188 -4.7807 -0.9034
H 1.0497 -5.0606 -0.6342
H -0.7567 -5.3146 -0.3345
C -2.0232 1.8809 1.3276
N -1.4930 0.9977 0.2891
C -2.5248 0.3680 -0.5660
P 0.0353 1.1040 -0.3214
O 0.4235 -0.3004 -0.8089
N 0.0975 2.0251 -1.6883
C 1.1339 1.7526 -2.6995
C -0.5510 3.3362 -1.7803
N 1.1407 1.5127 0.8251
C 1.0337 2.7227 1.6480
C 2.4855 0.8978 0.7884
H -3.0831 1.6361 1.4601
H -1.9573 2.9449 1.0462
H -1.5215 1.7298 2.2928
H -2.9365 1.0856 -1.2965
H -2.1391 -0.5023 -1.1249
H -3.3274 0.0115 0.0901
H 1.2180 0.6696 -2.8786
H 0.8333 2.2451 -3.6354
H 2.1217 2.1560 -2.4042
H -1.6029 3.2736 -1.4576
H -0.0346 4.1146 -1.1936
H -0.5393 3.6542 -2.8302
H 0.6417 2.4906 2.6508
H 2.0353 3.1487 1.7736
H 0.3994 3.4897 1.1830
H 2.5718 0.0946 1.5401
H 2.7208 0.4743 -0.1990
H 3.2251 1.6775 1.0223
*
```

The net atomic charges from Mulliken, expressed in e, are: number 1, Nd, carries 1.036; number 2, C, carries 0.275; number 3, O, carries -0.081; number 4, C, carries 0.215; number 5, O, carries -0.069; number 6, C, carries 0.286; number 7, O, carries -0.041; number 8, C, carries 0.274; number 9, O, carries -0.031; number 10, C, carries -0.666; number 11, H, carries 0.427; number 12, H, carries 0.428; number 13, C, carries -0.552; number 14, H, carries 0.412; number 15, H, carries 0.388; number 16, C, carries -0.882; number 17, N, carries 0.468; number 18, C, carries -0.897; number 19, P, carries -0.265; number 20, O, carries -0.641; number 21, N, carries 0.308; number 22, C, carries -0.866; number 23, C, carries -0.773; number 24, N, carries 0.468; number 25, C, carries -0.966; number 26, C, carries -0.807; number 27, H, carries 0.437; number 28, H, carries 0.286; number 29, H, carries 0.247; number 30, H, carries 0.306; number 31, H, carries 0.296; number 32, H, carries 0.337; number 33, H, carries 0.190; number 34, H, carries 0.417; number 35, H, carries 0.291; number 36, H, carries 0.241; number 37, H, carries 0.289; number 38, H, carries 0.362; number 39, H, carries 0.303; number 40, H, carries 0.371; number 41, H, carries 0.311; number 42, H, carries 0.194; number 43, H, carries 0.331; number 44, H, carries 0.345

***

No. 2
This record from OMol25 describes the molecule C21H18F3N3O3S. The level of theory is ωB97M-V/def2-TZVPD.

## Properties
energy above the lowest of the compared OMol25 structures with the same formula, charge and spin = 0.0 kJ/mol
largest force on an atom = 1.15 eV/Å
SMILES string = Cc1ccc(S(=O)(=O)Nc2ccc(NC(=O)Nc3cccc(C(F)(F)F)c3)cc2)cc1
calculated total energy = -1898.8872 hartree
gap between HOMO and LUMO = 9.03 eV
LUMO energy = 0.29 eV
molar mass = 449.454 u

Geometry as ORCA input:
```
! wB97M-V def2-TZVPD RIJCOSX def2/J DEFGRID3
* xyz 0 1
C 0.2089 3.5284 -0.5808
C 1.4006 2.6272 -0.4870
C 2.4050 2.8916 0.4415
C 3.5247 2.0836 0.5187
C 3.6469 1.0134 -0.3461
C 2.6661 0.7297 -1.2755
C 1.5422 1.5365 -1.3393
H 0.7709 1.3234 -2.0650
H 2.8009 -0.1051 -1.9438
S 5.0482 -0.0838 -0.1657
O 5.2914 -0.7704 -1.3935
O 6.1222 0.5904 0.4942
N 4.4537 -1.1918 0.9696
C 3.2138 -1.7732 0.7040
C 3.0397 -2.4918 -0.4773
C 1.8026 -3.0093 -0.7998
C 0.7138 -2.8261 0.0509
C 0.9069 -2.1681 1.2646
C 2.1429 -1.6383 1.5826
H 2.2809 -1.1210 2.5211
H 0.0891 -2.0807 1.9646
N -0.5507 -3.3129 -0.3148
C -1.7527 -2.6446 -0.3197
O -2.7753 -3.2041 -0.6378
N -1.6465 -1.3165 0.0292
C -2.6532 -0.3710 0.1452
C -4.0015 -0.6740 -0.0259
C -4.9432 0.3343 0.1118
C -4.5752 1.6388 0.4093
C -3.2324 1.9296 0.5829
C -2.2800 0.9387 0.4550
H -1.2331 1.1691 0.5964
H -2.9305 2.9380 0.8204
H -5.3243 2.4077 0.5085
C -6.3904 -0.0081 -0.1056
F -6.7355 -1.1831 0.4407
F -7.2286 0.9074 0.4077
F -6.6962 -0.0970 -1.4152
H -4.3007 -1.6821 -0.2623
H -0.7078 -0.9657 0.1687
H -0.5853 -4.2099 -0.7785
H 1.6696 -3.5560 -1.7212
H 3.8811 -2.6093 -1.1398
H 4.5570 -0.8196 1.9023
H 4.3178 2.2774 1.2237
H 2.3065 3.7389 1.1039
H -0.6006 3.0582 -1.1329
H 0.4862 4.4457 -1.1000
H -0.1459 3.8056 0.4096
*
```

The net atomic charges from Mulliken, expressed in e, are: number 1, C, carries -1.697; number 2, C, carries 0.838; number 3, C, carries -0.678; number 4, C, carries -0.678; number 5, C, carries 0.027; number 6, C, carries -0.387; number 7, C, carries -0.399; number 8, H, carries 0.392; number 9, H, carries 0.574; number 10, S, carries 1.193; number 11, O, carries -0.646; number 12, O, carries -0.691; number 13, N, carries -0.299; number 14, C, carries 0.078; number 15, C, carries -0.346; number 16, C, carries -0.787; number 17, C, carries 0.142; number 18, C, carries -0.435; number 19, C, carries -0.505; number 20, H, carries 0.361; number 21, H, carries 0.544; number 22, N, carries -0.093; number 23, C, carries 0.332; number 24, O, carries -0.691; number 25, N, carries 0.149; number 26, C, carries 0.637; number 27, C, carries -0.597; number 28, C, carries -0.097; number 29, C, carries -0.832; number 30, C, carries -0.683; number 31, C, carries -0.664; number 32, H, carries 0.612; number 33, H, carries 0.391; number 34, H, carries 0.457; number 35, C, carries 1.022; number 36, F, carries -0.262; number 37, F, carries -0.285; number 38, F, carries -0.257; number 39, H, carries 0.605; number 40, H, carries -0.067; number 41, H, carries 0.297; number 42, H, carries 0.423; number 43, H, carries 0.532; number 44, H, carries 0.369; number 45, H, carries 0.476; number 46, H, carries 0.421; number 47, H, carries 0.381; number 48, H, carries 0.459; number 49, H, carries 0.365

***

No. 3
This record from OMol25 describes a structure of composition C24H15Br2N4OSr. The level of theory is ωB97M-V/def2-TZVPD.

## Properties
energy above the lowest of the compared OMol25 structures with the same formula, charge and spin = 0.0 kJ/mol
largest force on an atom = 0.57 eV/Å
calculated total energy = -6396.5279 hartree
gap between HOMO and LUMO = 6.08 eV
LUMO energy = -3.50 eV
molar mass = 622.839 u

Geometry as ORCA input:
```
! wB97M-V def2-TZVPD RIJCOSX def2/J DEFGRID3
* xyz 1 1
Sr 0.5494 -1.2351 0.6156
C 3.4279 -0.5924 -3.1961
C 3.0634 0.6358 -3.7143
C 2.1140 1.3923 -3.0490
C 1.5438 0.9007 -1.8785
N 1.9139 -0.2826 -1.3716
C 2.8273 -1.0028 -2.0190
C 0.4832 1.6804 -1.1503
C 0.0087 2.8820 -1.6654
C -0.9679 3.5644 -0.9670
C -1.4803 3.0196 0.1954
C -0.9915 1.7935 0.6350
N -0.0064 1.1651 -0.0178
C -1.6114 1.1065 1.8176
C -2.7812 1.5894 2.3941
C -3.3787 0.8812 3.4236
C -2.7986 -0.2966 3.8574
C -1.6279 -0.7003 3.2408
N -1.0404 -0.0216 2.2577
H 4.1586 -1.2241 -3.6791
H 3.5103 1.0023 -4.6282
H 1.8264 2.3502 -3.4495
H 3.0923 -1.9598 -1.5833
H 0.3820 3.2940 -2.5878
H -1.3396 4.5117 -1.3323
H -2.2470 3.5452 0.7405
H -3.2501 2.4906 2.0339
H -4.2946 1.2438 3.8695
H -3.2336 -0.8939 4.6448
H -1.1422 -1.6193 3.5524
Br -0.8116 -5.5462 0.1917
C -2.2343 -4.3310 -0.0424
C -3.5497 -4.8171 0.1260
C -4.6205 -3.9871 -0.0055
Br -6.3637 -4.6813 0.2148
C -4.4276 -2.6024 -0.2762
C -5.4782 -1.6641 -0.3893
C -5.1826 -0.3476 -0.5940
C -3.8282 0.0331 -0.6654
N -2.8255 -0.8019 -0.5769
C -3.1085 -2.1228 -0.4208
C -1.9725 -3.0186 -0.3639
O -0.7789 -2.5406 -0.5461
H -3.6917 -5.8632 0.3586
H -6.5006 -2.0067 -0.3113
H -5.9571 0.3998 -0.6946
H -3.5823 1.0861 -0.7834
*
```

The net atomic charges from Mulliken, expressed in e, are: number 1, Sr, carries 2.179; number 2, C, carries -0.742; number 3, C, carries -0.463; number 4, C, carries -0.611; number 5, C, carries 0.556; number 6, N, carries -0.102; number 7, C, carries -0.161; number 8, C, carries 0.517; number 9, C, carries -0.513; number 10, C, carries -1.025; number 11, C, carries -0.335; number 12, C, carries 0.434; number 13, N, carries -0.236; number 14, C, carries 0.527; number 15, C, carries -0.378; number 16, C, carries -0.619; number 17, C, carries -0.678; number 18, C, carries -0.255; number 19, N, carries -0.421; number 20, H, carries 0.407; number 21, H, carries 0.454; number 22, H, carries 0.345; number 23, H, carries 0.430; number 24, H, carries 0.285; number 25, H, carries 0.454; number 26, H, carries 0.355; number 27, H, carries 0.311; number 28, H, carries 0.451; number 29, H, carries 0.446; number 30, H, carries 0.429; number 31, Br, carries -0.197; number 32, C, carries -0.023; number 33, C, carries -0.335; number 34, C, carries -0.203; number 35, Br, carries -0.218; number 36, C, carries 1.164; number 37, C, carries -0.735; number 38, C, carries -0.866; number 39, C, carries -0.139; number 40, N, carries -0.093; number 41, C, carries -0.213; number 42, C, carries 0.388; number 43, O, carries -1.238; number 44, H, carries 0.432; number 45, H, carries 0.342; number 46, H, carries 0.427; number 47, H, carries 0.465

***

> Which of these has the lowest molar mass?

C21H18F3N3O3S